Record 1
Below is a single C2H4OS2 molecule, with properties calculated with ωB97M-V/def2-TZVPD.

Computed properties:
Relative energy (zero: lowest compared OMol25 entry of this formula, charge and spin) ... 0.0 kcal/mol
Calculated total energy ... -950.208690 Eh
Kohn-Sham gap ... 9.26 eV
Lowest unoccupied orbital energy ... 0.111 eV

Last column: natural (NBO) charge in e.
Element x y z (Å)
C1 0.50400 -0.24342 0.66568  -0.604
C2 -0.75542 0.13564 -0.05744  0.204
H1 1.48167 -1.40134 -1.19894  0.131
H2 0.38194 -1.17537 1.20140  0.245
H3 0.78246 0.54120 1.38530  0.253
H4 -1.52413 1.73257 -0.73893  0.498
O1 -0.68740 1.44400 -0.36670  -0.663
S1 1.88792 -0.30425 -0.51558  -0.001
S2 -2.07106 -0.72904 -0.37479  -0.062

Atoms 1-6, force components in eV/Å:
C 0.04 -0.11 -0.11
C 0.16 1.46 0.40
H 0.04 0.29 0.25
H 0.03 -0.16 -0.06
H -0.21 -0.18 -0.31
H -0.35 -0.09 -0.28

---

Record 2
Below is a single C10H11N3O2 molecule, with properties calculated with ωB97M-V/def2-TZVPD.

Computed properties:
Relative energy (zero: lowest compared OMol25 entry of this formula, charge and spin) ... 148.9 kcal/mol
Calculated total energy ... -702.191011 Eh
Kohn-Sham gap ... 8.68 eV
Lowest unoccupied orbital energy ... 0.177 eV

Last column: natural (NBO) charge in e.
Element x y z (Å)
C1 1.76628 0.91247 0.02213  0.585
C2 0.86634 -0.75238 -1.42623  -0.259
C3 -0.37216 -0.00387 -2.15216  -0.211
C4 -2.17363 -0.23272 -0.24498  -0.188
C5 -2.59572 0.82564 0.64591  -0.065
C6 -1.34604 1.79598 -0.86942  0.150
C7 1.32853 0.02915 0.99875  0.112
C8 1.35016 -1.26883 1.08075  -0.260
C9 0.46721 -1.77199 2.12126  -0.337
C10 0.06024 -0.58687 2.72340  0.132
H1 2.16752 0.88034 -2.19157  0.429
H2 1.25306 -1.33228 -2.20716  0.197
H3 0.48233 -1.36146 -0.50571  0.269
H4 0.14391 0.93306 -2.69385  0.213
H5 -0.96813 -0.72257 -2.71676  0.213
H6 -2.38319 -1.27421 -0.15392  0.234
H7 -3.00009 0.85941 1.61234  0.208
H8 -0.60198 2.40098 -1.32967  0.204
H9 2.50434 -1.76450 0.70582  0.263
H10 0.22869 -2.64231 2.58562  0.236
H11 -0.27412 -0.49586 3.89630  0.238
N1 1.86190 0.33324 -1.19709  -0.610
N2 -1.35101 0.50771 -1.10247  -0.338
N3 -2.11386 2.10658 0.29180  -0.455
O1 2.17883 2.06454 0.11819  -0.574
O2 0.52058 0.56076 1.98874  -0.385

Atoms 1-6, force components in eV/Å:
C 3.26 4.12 -3.26
C -2.56 1.68 -1.59
C 0.57 0.27 1.69
C -0.09 4.50 2.15
C 1.99 0.94 -2.39
C -2.33 1.22 4.72

---

Record 3
Below is a molecular structure, C36H61N7O11P3Ti, with properties calculated with ωB97M-V/def2-TZVPD.

Computed properties:
Relative energy (zero: lowest compared OMol25 entry of this formula, charge and spin) ... 0.0 kcal/mol
Charge ... +1
2S+1 ... 3
⟨S²⟩ ... 2.016
Calculated total energy ... -4493.117888 Eh
Kohn-Sham gap (alpha / beta) ... 5.79 / 8.58 eV
Lowest unoccupied orbital energy (alpha / beta) ... -1.937 / -2.153 eV

Last column: Mulliken spin population.
Element x y z (Å)
Ti1 0.28538 -0.67387 0.97479  0.701
O1 -0.13251 -3.25808 4.37421  0.040
C1 0.26720 -2.53656 3.30275  0.073
O2 -0.44128 -1.56530 2.90118  0.120
C2 1.47910 -2.83976 2.64244  0.256
C3 2.45852 -3.79929 2.98103  0.087
C4 3.63240 -3.84094 2.26710  0.044
C5 3.85802 -2.89618 1.24605  0.178
C6 2.84653 -2.00994 0.93661  -0.018
N1 1.66757 -1.99980 1.57337  0.209
C7 2.87779 -0.90380 -0.09544  0.014
O3 3.85578 -0.64980 -0.77240  0.025
O4 1.76170 -0.26606 -0.09743  0.062
H1 -0.99769 -2.92327 4.65333  0.004
H2 2.26957 -4.46795 3.80507  0.003
H3 4.39270 -4.57235 2.50269  0.008
H4 4.79454 -2.84406 0.71362  0.006
C8 -2.82676 -3.97983 -4.56730  0.000
C9 -1.60780 -3.56677 -3.75172  -0.001
C10 -1.22168 -4.60631 -2.71382  0.002
O5 -1.95684 -2.32210 -3.11946  0.000
P1 -0.90195 -1.15055 -2.80508  0.002
O6 0.15593 -1.44828 -1.84402  -0.007
C11 -2.10653 0.10045 -2.22925  0.003
P2 -1.07975 1.46954 -1.60698  0.003
O7 -0.20466 1.07775 -0.49618  0.026
O8 -0.30505 2.00971 -2.88264  0.000
C12 1.08990 2.37849 -2.71527  0.001
C13 1.16668 3.70125 -1.96809  -0.001
C14 1.71278 2.46912 -4.09896  0.000
O9 -2.02764 2.61955 -1.03275  -0.001
C15 -3.06558 3.42639 -1.60525  0.000
C16 -4.40411 2.69848 -1.56151  0.000
C17 -2.72716 3.90289 -3.00709  0.000
O10 -0.23628 -0.71506 -4.17204  -0.002
C18 -0.77917 -0.69090 -5.50313  0.000
C19 -2.11530 0.03327 -5.58720  -0.001
C20 0.29228 -0.03440 -6.36501  0.000
H5 -2.60674 -4.84967 -5.18150  0.000
H6 -3.13296 -3.16440 -5.21922  0.000
H7 -3.65155 -4.21964 -3.89998  0.000
H8 -0.74786 -3.39995 -4.41162  0.000
H9 -2.01343 -4.73050 -1.97696  0.000
H10 -0.31593 -4.28769 -2.20675  -0.003
H11 -1.04198 -5.55814 -3.20579  0.000
H12 -2.62515 -0.34054 -1.37893  0.000
H13 -2.82263 0.38340 -2.99306  0.000
H14 1.57021 1.58773 -2.13009  -0.001
H15 0.72801 4.49951 -2.56654  0.000
H16 2.20800 3.94122 -1.76600  0.000
H17 0.62253 3.61105 -1.02791  0.001
H18 1.09501 3.09063 -4.74519  0.000
H19 1.81749 1.47897 -4.52985  0.000
H20 2.69886 2.91981 -4.02297  0.000
H21 -3.11033 4.29088 -0.93345  0.000
H22 -4.42918 1.89064 -2.28860  0.000
H23 -5.20719 3.39649 -1.79058  0.000
H24 -4.57483 2.28915 -0.56914  0.000
H25 -2.64981 3.05355 -3.68375  0.000
H26 -1.77339 4.42490 -3.01178  0.000
H27 -3.50140 4.57977 -3.36148  0.000
H28 -0.92124 -1.73047 -5.82644  0.000
H29 -2.02633 1.03138 -5.15879  0.000
H30 -2.88254 -0.53394 -5.06168  0.000
H31 -2.40989 0.12674 -6.63221  0.000
H32 0.27892 1.04336 -6.23131  0.000
H33 0.13902 -0.26473 -7.41608  0.000
H34 1.26499 -0.41206 -6.05763  0.000
N2 -3.06484 -1.36609 1.10544  0.010
C21 -2.82296 -0.05807 1.45527  0.012
C22 -3.94097 0.74700 1.73957  -0.001
C23 -3.75598 2.05786 2.10975  0.003
C24 -2.44471 2.54364 2.16731  0.002
C25 -1.40813 1.70183 1.84285  0.010
N3 -1.56363 0.41056 1.50458  0.002
C26 -2.18638 -2.43088 0.94401  0.048
C27 -2.67420 -3.69792 1.25325  -0.027
C28 -1.86717 -4.81395 1.10821  0.040
C29 -0.60452 -4.61251 0.54255  -0.050
C30 -0.20863 -3.34330 0.20551  0.143
N4 -0.93764 -2.21478 0.45001  -0.020
H35 -4.01315 -1.66564 1.29369  0.001
H36 -4.93249 0.32309 1.66325  0.000
H37 -4.59690 2.69764 2.33734  0.000
H38 -2.24807 3.56506 2.44528  0.000
H39 -0.38994 2.07006 1.84111  -0.002
H40 -3.68686 -3.79590 1.61692  -0.001
H41 -2.20897 -5.79563 1.39768  -0.003
H42 0.04505 -5.44763 0.33702  0.001
H43 0.72122 -3.19240 -0.32605  -0.018
C31 2.98115 2.68167 1.13226  0.002
N5 2.55593 2.71576 2.52204  0.001
C32 3.00195 3.88675 3.24942  0.000
P3 2.17250 1.26296 3.24865  0.013
O11 1.24361 0.50606 2.36993  -0.021
N6 3.54607 0.36679 3.59797  0.006
C33 3.34157 -0.79647 4.43704  0.009
C34 4.91551 0.82486 3.56288  0.002
N7 1.40337 1.54005 4.69670  0.003
C35 -0.02600 1.36393 4.84090  0.006
C36 2.08576 2.01284 5.87718  0.000
H44 2.59957 3.56815 0.62458  0.001
H45 2.56454 1.79414 0.65504  -0.001
H46 4.07063 2.66917 1.03222  0.000
H47 2.67779 4.77945 2.70780  0.000
H48 4.09156 3.93543 3.35773  0.000
H49 2.54611 3.90855 4.23565  0.000
H50 2.28595 -1.06314 4.41614  -0.004
H51 3.64221 -0.59988 5.47285  -0.003
H52 3.92608 -1.64147 4.06375  0.002
H53 4.99333 1.72684 2.96461  0.000
H54 5.54640 0.05357 3.11115  0.000
H55 5.29754 1.02720 4.57150  -0.001
H56 -0.38824 0.73287 4.03075  0.000
H57 -0.55785 2.32105 4.82227  -0.001
H58 -0.22682 0.86696 5.79277  0.001
H59 3.15125 2.10721 5.68092  0.000
H60 1.94613 1.30852 6.70309  0.000
H61 1.69700 2.98498 6.19668  0.000

Atoms 1-6, force components in eV/Å:
Ti -1.06 2.02 1.64
O 0.18 -0.08 -0.13
C -0.26 0.21 0.10
O 0.12 -0.41 0.31
C -0.28 -0.06 0.30
C 0.18 -0.06 -0.20

---

Record 4
Below is a molecular structure, C11H15AsN3OS4V, with properties calculated with ωB97M-V/def2-TZVPD.

Computed properties:
2S+1 ... 3
⟨S²⟩ ... 2.022
Calculated total energy ... -5440.328388 Eh
Kohn-Sham gap (alpha / beta) ... 6.92 / 6.93 eV
Lowest unoccupied orbital energy (alpha / beta) ... -0.185 / -0.182 eV

Last column: natural (NBO) charge in e.
Element x y z (Å)
V1 -0.10904 0.14624 -0.34025  1.013
S1 -2.73690 1.76554 1.99574  -0.765
As1 -0.78008 2.33057 1.44945  0.961
S2 0.59841 0.55836 1.75008  -0.543
S3 -0.64877 2.21879 -0.85008  -0.516
S4 0.01501 4.10151 2.16036  -0.604
N1 3.41976 -1.82227 -0.84493  -0.510
C1 2.09060 -1.71798 -0.84849  0.261
N2 1.68252 -0.47168 -0.92876  -0.555
C2 2.86442 0.31180 -0.97038  0.090
C3 3.04076 1.69236 -1.00765  -0.177
C4 4.33837 2.15355 -1.01608  -0.202
C5 5.44113 1.27782 -0.98380  -0.185
C6 5.27096 -0.08843 -0.93235  -0.253
C7 3.95517 -0.53955 -0.92343  0.155
H1 3.93163 -2.68498 -0.78859  0.430
H2 1.44140 -2.57788 -0.78790  0.218
H3 2.19399 2.36530 -1.00265  0.263
H4 4.51267 3.22158 -1.03452  0.229
H5 6.44458 1.68608 -0.98743  0.223
H6 6.11297 -0.76811 -0.89469  0.223
C8 -3.98246 0.12587 -1.05095  -0.422
N3 -3.76193 -0.75912 0.10220  -0.336
C9 -4.82216 -0.85581 1.11183  -0.419
C10 -2.56062 -1.16024 0.38624  0.761
C11 -2.28718 -1.86980 1.66629  -0.717
O1 -1.60780 -0.96578 -0.47489  -0.756
H7 -5.03539 0.08827 -1.31617  0.207
H8 -3.38340 -0.19951 -1.89009  0.225
H9 -3.69588 1.14022 -0.77241  0.258
H10 -5.74838 -0.50751 0.66755  0.221
H11 -4.57688 -0.22324 1.96515  0.247
H12 -4.95531 -1.88442 1.43450  0.209
H13 -2.91945 -2.75466 1.75726  0.235
H14 -2.49912 -1.18276 2.48824  0.287
H15 -1.24364 -2.15013 1.71163  0.246

Atoms 1-6, force components in eV/Å:
V -0.17 0.81 0.36
S 0.07 -0.06 -0.08
As -0.24 0.32 0.35
S -0.09 0.08 0.21
S -0.04 0.39 -0.14
S 0.12 -0.11 -0.12

---

Record 5
Below is a single C5H7NO2 molecule, with properties calculated with ωB97M-V/def2-TZVPD.

Computed properties:
Relative energy (zero: lowest compared OMol25 entry of this formula, charge and spin) ... 25.9 kcal/mol
Calculated total energy ... -399.924292 Eh
Kohn-Sham gap ... 10.39 eV
Lowest unoccupied orbital energy ... 0.410 eV

Last column: natural (NBO) charge in e.
Element x y z (Å)
C1 0.37246 0.17934 0.47822  -0.434
C2 -0.87006 1.19883 -1.37477  -0.198
C3 0.30206 -0.86725 1.57085  -0.607
C4 0.57576 -0.32711 -0.96769  0.553
C5 -0.88981 0.89928 0.24342  0.600
O1 0.34295 0.63476 -1.89836  -0.474
N1 1.16945 -1.41161 -1.32311  -0.639
O2 -1.84062 1.11898 0.95326  -0.506
H1 1.16734 0.90676 0.66354  0.265
H2 1.35389 -2.03918 -0.53968  0.344
H3 -0.79692 2.28534 -1.46187  0.206
H4 -1.74880 0.83077 -1.90281  0.211
H5 0.10352 -0.40505 2.54283  0.237
H6 1.24994 -1.40877 1.63750  0.217
H7 -0.49115 -1.59509 1.37866  0.225

Atoms 1-6, force components in eV/Å:
C -0.26 -0.55 -0.40
C -0.07 1.54 1.43
C 0.17 -0.21 0.15
C 3.85 -2.66 -0.07
C -1.85 0.67 -2.02
O -1.36 -0.43 1.41

---

Record 6
Below is a molecular structure, C11H20CeN3P2, with properties calculated with ωB97M-V/def2-TZVPD.

Computed properties:
2S+1 ... 2
⟨S²⟩ ... 0.789
Calculated total energy ... -1752.894222 Eh
Kohn-Sham gap (alpha / beta) ... 4.50 / 4.60 eV
Lowest unoccupied orbital energy (alpha / beta) ... -1.257 / -1.161 eV

Last column: Mulliken spin population.
Element x y z (Å)
C1 -0.65426 1.38206 -1.64326  -0.001
C2 -0.76293 2.74404 -1.99087  0.002
C3 0.44961 3.41716 -1.64868  -0.005
C4 1.35972 2.47235 -1.08581  0.003
C5 0.74826 1.20394 -1.04650  0.001
Ce1 -1.27143 -1.23901 0.98857  0.975
P1 -0.73241 -3.66733 2.36483  -0.016
H1 -1.38676 0.58302 -1.79011  -0.001
H2 -1.63729 3.20830 -2.44590  0.000
H3 0.65170 4.47548 -1.79988  0.000
H4 1.18202 0.25916 -0.70758  -0.006
H5 2.37093 2.69105 -0.74351  0.000
H6 0.57537 -4.25750 2.32380  -0.006
H7 -1.45281 -4.82058 1.89252  0.000
H8 -0.97598 -3.88855 3.76328  -0.001
C6 1.52391 0.85809 4.96458  0.000
N1 0.83019 1.68562 3.94564  0.006
C7 -0.62896 1.63069 4.21549  0.003
N2 -1.17383 0.28623 4.34395  0.003
C8 -0.40238 -0.58593 5.22218  -0.005
N3 1.06888 -0.55060 5.01122  0.001
C9 1.50261 -1.27494 3.80197  -0.004
P2 0.71527 -0.49476 2.34608  0.050
C10 1.17679 1.26502 2.57341  -0.005
C11 -1.60131 -0.31129 3.06943  0.030
H9 1.32091 1.30927 5.95058  0.000
H10 2.60177 0.86711 4.75014  0.000
H11 -1.16813 2.16687 3.42489  0.000
H12 -0.77374 2.12493 5.19220  0.000
H13 -0.76044 -1.61980 5.13478  -0.001
H14 -0.56062 -0.20388 6.24692  0.000
H15 2.58797 -1.16601 3.66499  0.005
H16 1.24720 -2.33903 3.86547  0.001
H17 0.67602 1.89421 1.82501  0.001
H18 2.26335 1.32554 2.41296  -0.001
H19 -2.14826 -1.25342 3.27948  -0.027
H20 -2.21026 0.43727 2.51871  -0.001

Atoms 1-6, force components in eV/Å:
C 2.56 -0.21 1.47
C 0.47 0.02 0.45
C -0.25 -1.00 0.07
C -0.71 0.02 -0.05
C -2.62 0.30 -0.81
Ce -0.43 2.00 -0.66

---

How do the records compare in max |F|? In the order shown, they have 1.5, 7.5, 3.0, 1.5, 4.7, 3.8 eV Å⁻¹.